A 2-piece molecular cluster, C4H8N5O3P overall, computed with wB97M-V/def2-TZVPD.

XYZ file:
```
21
Properties=species:S:1:pos:R:3:lowdin_charge:R:1
C 0.038 -0.394 -1.134 -0.46
C -0.495 2.023 0.588 -0.20
C 0.929 1.464 0.499 -0.13
C 0.497 -0.609 0.237 -0.35
N -0.989 0.085 -2.947 -0.16
N -1.021 0.267 -1.631 -0.05
N 0.723 -0.921 -2.168 -0.04
N 0.022 -0.666 -3.269 -0.16
N 1.778 -1.201 0.237 -0.01
O -2.057 -1.452 0.626 -0.16
O -0.932 -0.393 2.721 -0.38
O -0.098 -2.600 1.772 -0.39
P -0.662 -1.248 1.531 0.29
H -0.775 2.091 1.640 0.06
H -0.986 1.418 -0.128 -0.01
H -0.419 2.927 0.093 0.01
H 1.428 2.013 -0.314 0.05
H 1.546 1.461 1.480 0.07
H 1.949 -1.420 -0.749 0.03
H -2.127 -0.750 0.086 -0.07
H 1.652 -2.094 0.831 0.08
```

Frontier orbital gap ... 7.17 eV
E_HOMO ... -0.018 Ha
Total charge ... -2
LUMO level ... 6.672 eV



C28H37BrFGeO5S5TeY as an isolated structure, computed with wB97M-V/def2-TZVPD.

XYZ file:
```
80
Properties=species:S:1:pos:R:3:lowdin_charge:R:1
Y 0.484 0.092 -1.865 1.16
C -5.401 1.094 4.170 -0.08
C -4.136 1.952 4.210 -0.56
C -3.477 1.764 5.584 -0.06
C -4.552 3.422 4.052 -0.06
C -3.152 1.571 3.105 -0.20
C -3.395 0.576 2.175 -0.11
C -2.459 0.301 1.197 -0.56
Br -2.869 -1.068 -0.044 0.76
C -1.222 0.968 1.054 -0.38
O -0.414 0.657 0.082 -0.35
C -0.961 1.974 2.039 -0.07
C -1.935 2.237 2.994 -0.02
C 0.304 2.850 2.107 -0.52
C 1.472 2.356 1.257 -0.08
C -0.057 4.271 1.647 -0.05
C 0.822 2.911 3.557 -0.07
H -6.077 1.395 4.975 0.08
H -5.168 0.035 4.303 0.08
H -5.931 1.209 3.223 0.08
H -4.168 2.043 6.386 0.07
H -2.580 2.377 5.679 0.07
H -3.183 0.722 5.726 0.09
H -5.251 3.713 4.842 0.07
H -5.033 3.579 3.085 0.09
H -3.686 4.083 4.103 0.07
H -4.308 -0.003 2.182 0.08
H -1.734 3.030 3.704 0.09
H 1.275 2.474 0.196 0.03
H 1.702 1.308 1.435 0.08
H 2.361 2.949 1.499 0.08
H -0.400 4.257 0.611 0.05
H 0.822 4.920 1.708 0.08
H -0.846 4.699 2.272 0.07
H 1.051 1.908 3.925 0.09
H 0.119 3.375 4.251 0.06
H 1.742 3.501 3.584 0.07
S 2.337 4.023 -4.971 -0.06
S 0.389 3.336 -5.283 -0.12
S -0.769 3.946 -3.725 -0.17
S -0.505 2.819 -2.020 -0.06
F 0.795 0.562 -3.881 -0.63
C 4.973 3.065 -3.505 -0.36
Te 3.068 2.139 -3.530 1.45
C 3.333 0.849 -5.166 -0.32
H 5.260 3.312 -4.525 0.00
H 5.667 2.369 -3.045 0.01
H 4.882 3.973 -2.912 0.01
H 4.303 1.045 -5.619 0.02
H 2.508 1.051 -5.842 0.00
H 3.261 -0.155 -4.758 0.01
O 4.282 0.519 -2.425 -0.56
S 3.443 -0.404 -1.563 0.27
O 4.299 -1.227 -0.755 -0.30
O 2.522 -1.161 -2.461 -0.47
O 2.512 0.470 -0.769 -0.47
Ge -0.520 -2.764 -1.984 0.78
C 0.199 -4.132 -3.260 -0.37
C 1.517 -4.066 -3.722 -0.12
C 2.034 -5.035 -4.574 -0.11
C 1.242 -6.093 -4.999 -0.14
C -0.074 -6.172 -4.562 -0.13
C -0.581 -5.203 -3.704 -0.15
C 0.110 -3.580 -0.267 -0.38
C 1.463 -3.503 0.075 -0.12
C 1.938 -4.016 1.275 -0.10
C 1.064 -4.618 2.171 -0.13
C -0.286 -4.700 1.854 -0.12
C -0.751 -4.186 0.649 -0.15
H -2.012 -3.265 -1.967 -0.10
H 2.148 -3.241 -3.411 0.07
H 3.063 -4.961 -4.910 0.09
H 1.645 -6.848 -5.666 0.08
H -0.705 -6.993 -4.887 0.08
H -1.609 -5.284 -3.363 0.07
H 2.167 -3.025 -0.599 0.07
H 2.991 -3.928 1.514 0.10
H 1.430 -5.010 3.114 0.08
H -0.980 -5.159 2.550 0.08
H -1.810 -4.249 0.421 0.07
```

Frontier orbital gap ... 5.96 eV
E_HOMO ... -0.085 Ha
Total charge ... -2
LUMO level ... 3.661 eV



One molecule with the formula C10H8Cl3N, computed with wB97M-V/def2-TZVPD.

XYZ file:
```
22
Properties=species:S:1:pos:R:3:lowdin_charge:R:1
C 0.092 -1.905 -1.239 -0.09
C 0.827 -2.781 -0.502 -0.10
C -0.031 -0.568 -0.859 -0.05
C 1.409 -2.317 0.667 -0.09
C 0.560 -0.097 0.256 -0.29
C 1.362 -0.967 0.989 -0.63
C -2.033 1.987 0.804 -0.30
C -0.198 2.445 -0.272 -0.23
C 0.310 1.346 0.664 -0.19
C -1.114 1.411 1.789 -1.09
N -1.599 2.564 -0.219 0.08
Cl 1.912 -0.346 2.475 0.75
Cl -0.768 2.599 3.106 0.61
Cl -1.747 -0.089 2.437 0.67
H -0.433 -2.292 -2.212 0.14
H 0.678 -3.754 -1.025 0.12
H -0.682 0.137 -1.263 0.09
H 2.024 -2.957 1.393 0.13
H -3.138 2.011 1.047 0.14
H 0.292 3.261 0.114 0.09
H 0.173 2.267 -1.320 0.14
H 1.171 1.708 1.333 0.10
```

Frontier orbital gap ... 9.87 eV
E_HOMO ... -0.341 Ha
LUMO level ... 0.581 eV



C30H67GeN6O3SSeV as an isolated structure, computed with wB97M-V/def2-TZVPD.

XYZ file:
```
110
Properties=species:S:1:pos:R:3:lowdin_charge:R:1
V -0.534 0.295 1.120 0.56
C -0.918 -3.673 3.458 -0.03
C 0.143 -2.605 3.243 -0.63
C 1.208 -3.083 2.284 -0.05
C 0.763 -2.154 4.555 -0.03
O -0.580 -1.428 2.624 -0.45
Ge -1.849 -0.655 3.680 1.26
O 0.190 1.260 2.276 -0.33
C 0.879 2.184 3.204 -0.58
C 0.616 3.579 2.674 0.00
C 2.349 1.812 3.143 0.00
C 0.288 1.964 4.582 -0.01
O -2.351 0.193 2.068 -0.48
C -3.571 1.041 1.996 -0.62
C -4.527 0.640 3.109 -0.06
C -4.190 0.757 0.639 -0.01
C -3.143 2.488 2.140 -0.01
H -0.465 -4.563 3.896 0.12
H -1.383 -3.964 2.515 0.09
H -1.698 -3.340 4.150 0.07
H 1.656 -3.990 2.691 0.11
H 2.000 -2.347 2.165 0.05
H 0.791 -3.325 1.305 0.07
H 1.353 -2.968 4.976 0.12
H 0.015 -1.891 5.309 0.07
H 1.434 -1.309 4.397 0.08
H 0.997 3.678 1.657 0.08
H 1.138 4.299 3.304 0.12
H -0.448 3.815 2.695 0.08
H 2.731 1.909 2.127 0.08
H 2.513 0.790 3.483 0.09
H 2.913 2.484 3.790 0.12
H -0.787 2.156 4.597 0.08
H 0.748 2.662 5.283 0.12
H 0.500 0.958 4.951 0.08
H -4.745 -0.431 3.085 0.10
H -5.473 1.164 2.974 0.12
H -4.154 0.912 4.098 0.08
H -4.538 -0.277 0.576 0.10
H -3.467 0.948 -0.156 0.05
H -5.055 1.402 0.481 0.12
H -2.705 2.670 3.122 0.09
H -4.007 3.145 2.035 0.12
H -2.408 2.749 1.376 0.04
C -3.185 1.383 -2.964 0.01
N -3.034 2.590 -2.158 -0.11
C -3.873 3.675 -2.265 0.01
C -3.395 4.629 -1.437 0.01
N -2.273 4.114 -0.832 -0.10
C -1.427 4.886 0.080 0.01
C -2.062 2.861 -1.268 -0.58
Se -0.545 1.774 -0.899 0.90
H -3.576 1.667 -3.937 0.12
H -3.877 0.691 -2.484 0.09
H -2.211 0.922 -3.097 0.06
H -4.719 3.680 -2.931 0.15
H -3.743 5.628 -1.239 0.15
H -1.257 5.869 -0.353 0.12
H -0.478 4.372 0.198 0.05
H -1.921 4.993 1.044 0.10
C 5.661 1.583 0.114 -0.11
C 6.230 1.410 -1.293 -0.24
C 5.336 0.629 -2.255 -0.19
C 3.946 1.237 -2.464 -0.13
N 3.008 0.814 -1.404 0.06
C 2.015 -0.054 -1.380 -0.71
S 1.505 -0.557 0.249 0.77
N 1.416 -0.651 -2.386 0.04
C 1.704 -0.638 -3.830 -0.15
C 2.864 -1.540 -4.244 -0.17
C 2.660 -3.029 -3.941 -0.23
C 3.035 -3.454 -2.522 -0.09
H 6.402 2.025 0.778 0.09
H 5.364 0.624 0.549 0.08
H 4.803 2.266 0.126 0.06
H 7.189 0.894 -1.229 0.12
H 6.443 2.393 -1.720 0.12
H 5.218 -0.403 -1.909 0.11
H 5.826 0.575 -3.229 0.12
H 3.540 0.974 -3.430 0.09
H 3.992 2.327 -2.419 0.14
H 3.306 1.089 -0.478 0.08
H 0.663 -1.263 -2.079 0.07
H 1.844 0.391 -4.157 0.12
H 0.788 -0.991 -4.305 0.12
H 3.793 -1.199 -3.780 0.10
H 2.988 -1.399 -5.319 0.13
H 3.267 -3.602 -4.642 0.12
H 1.624 -3.308 -4.160 0.09
H 4.076 -3.203 -2.309 0.08
H 2.933 -4.532 -2.404 0.08
H 2.415 -2.982 -1.757 0.04
C -3.473 -2.724 -1.749 -0.02
C -1.956 -2.859 -1.882 -0.60
C -1.568 -2.956 -3.352 -0.02
C -1.449 -4.080 -1.122 -0.02
N -1.235 -1.651 -1.380 -0.05
N -1.526 -1.330 -0.016 -0.05
H -3.966 -3.605 -2.159 0.11
H -3.842 -1.858 -2.304 0.08
H -3.803 -2.649 -0.709 0.08
H -2.049 -3.818 -3.814 0.11
H -0.489 -3.079 -3.461 0.07
H -1.884 -2.068 -3.908 0.09
H -1.841 -4.988 -1.579 0.11
H -1.785 -4.092 -0.081 0.07
H -0.359 -4.131 -1.149 0.09
H -1.529 -0.839 -1.915 0.07
H -1.219 -2.125 0.544 0.08
H -2.534 -1.256 0.128 0.08
```

Frontier orbital gap (alpha / beta) ... 7.42 / 7.92 eV
Expectation value of S² ... 0.777
E_HOMO (alpha / beta) ... -0.616 / -0.617 Ha
Multiplicity ... 2
Total charge ... +3
LUMO level (alpha / beta) ... -9.339 / -8.874 eV



C32H40BN4PRuS2Se2 as an isolated structure, computed with wB97M-V/def2-TZVPD.

XYZ file:
```
83
Properties=species:S:1:pos:R:3:lowdin_charge:R:1
Ru 0.345 -0.071 -0.344 0.77
C 3.769 -1.175 -2.009 -0.04
C 2.798 -1.641 -0.957 -0.22
C 1.736 -2.499 -1.281 -0.21
C 1.628 -3.142 -2.638 -0.01
C 0.787 -2.858 -0.301 -0.21
C -0.337 -3.782 -0.690 -0.02
C 0.944 -2.411 1.023 -0.24
C 0.081 -2.923 2.144 -0.04
C 2.005 -1.542 1.345 -0.26
C 2.139 -1.046 2.761 -0.05
C 2.958 -1.198 0.369 -0.24
C 4.187 -0.421 0.759 -0.05
H 4.642 -1.829 -2.070 0.11
H 4.119 -0.168 -1.792 0.09
H 3.301 -1.140 -2.988 0.05
H 0.720 -2.846 -3.164 0.07
H 1.581 -4.227 -2.524 0.10
H 2.480 -2.920 -3.271 0.08
H -0.010 -4.825 -0.658 0.11
H -0.680 -3.579 -1.703 0.08
H -1.197 -3.685 -0.034 0.05
H -0.543 -2.130 2.556 0.05
H 0.714 -3.295 2.951 0.10
H -0.559 -3.741 1.831 0.07
H 2.640 -1.790 3.387 0.11
H 1.161 -0.849 3.198 0.08
H 2.710 -0.123 2.812 0.06
H 4.027 0.659 0.719 0.05
H 5.022 -0.654 0.103 0.08
H 4.493 -0.668 1.774 0.09
Se 1.485 1.837 0.711 0.44
P -0.215 3.373 0.731 0.15
Se -1.224 3.519 -1.082 0.31
C -1.221 2.872 2.154 -0.48
C -2.604 2.955 2.063 -0.13
C -3.391 2.597 3.149 -0.07
C -2.797 2.149 4.319 -0.07
C -1.412 2.062 4.412 -0.07
C -0.624 2.426 3.333 -0.13
C 0.691 4.851 1.244 -0.42
C 0.348 5.549 2.397 -0.07
C 1.023 6.718 2.721 -0.07
C 2.035 7.187 1.899 -0.07
C 2.375 6.492 0.744 -0.07
C 1.702 5.331 0.412 -0.12
H -3.054 3.283 1.134 0.07
H -4.468 2.668 3.077 0.11
H -3.412 1.870 5.165 0.11
H -0.949 1.719 5.328 0.11
H 0.456 2.365 3.409 0.09
H -0.446 5.191 3.040 0.10
H 0.752 7.264 3.615 0.11
H 2.559 8.098 2.155 0.11
H 3.160 6.863 0.098 0.11
H 1.950 4.800 -0.500 0.10
C -3.432 -2.493 2.255 -0.02
N -3.308 -2.355 0.811 -0.12
C -3.973 -3.147 -0.101 -0.03
C -3.704 -2.637 -1.321 -0.05
N -2.880 -1.542 -1.170 0.01
B -2.605 -0.497 -2.320 -0.43
N -1.553 -1.030 -3.366 0.01
C -1.892 -1.850 -4.423 -0.05
C -0.877 -1.850 -5.313 -0.03
N 0.096 -1.021 -4.797 -0.13
C 1.345 -0.700 -5.467 -0.02
C -0.329 -0.538 -3.608 -0.67
S 0.608 0.565 -2.661 0.63
C -2.641 -1.388 0.140 -0.65
S -1.711 -0.158 0.928 0.70
H -3.068 -3.470 2.569 0.10
H -4.477 -2.385 2.540 0.10
H -2.850 -1.713 2.734 0.05
H -4.586 -3.976 0.205 0.13
H -4.062 -2.941 -2.288 0.12
H -3.642 -0.378 -2.917 0.09
H -2.200 0.516 -1.838 0.02
H -2.852 -2.331 -4.475 0.12
H -0.762 -2.341 -6.262 0.13
H 1.766 -1.608 -5.894 0.10
H 2.035 -0.278 -4.742 0.05
H 1.172 0.030 -6.256 0.11
```

Frontier orbital gap (alpha / beta) ... 8.13 / 5.54 eV
Expectation value of S² ... 8.771
E_HOMO (alpha / beta) ... -0.365 / -0.366 Ha
Multiplicity ... 6
Total charge ... +1
LUMO level (alpha / beta) ... -1.802 / -4.429 eV



What strongest force on any atom values result from the calculations? In sequence: 5.3 0.4 4.0 1.0 0.1 eV Å⁻¹.
What E values result from the calculations? In sequence: -998.08525 -8513.76267 -1821.12608 -7557.35240 -7522.65256 Ha.
What ΔE to the lowest compared entry with this formula, charge and spin values result from the calculations? In sequence: 2.0121 1.8112 0.0000 0.0000 0.9420 eV.